Below is a 2-piece molecular cluster, C2H4BrNS overall in a non-equilibrium geometry, with properties calculated with wB97M-V/def2-TZVPD.

```
9
Properties=species:S:1:pos:R:3
H 4.61990 -0.47968 0.42976
H -3.38600 0.41115 -0.16966
H -1.92236 0.95561 0.98595
N 1.16568 -0.75030 -0.13935
Br 5.38459 0.56739 -0.06831
C -2.25330 0.39768 -0.02291
C 0.04058 -0.89281 -0.05302
H -2.04166 1.06765 -0.90337
S -1.60743 -1.27670 -0.05909
```

The LUMO energy is 0.36 eV. For the relative energy (zero: lowest compared OMol25 entry of this formula, charge and spin), the calculation gives 35.6 kJ/mol. For the HOMO-LUMO gap, the calculation gives 10.310 eV. As for the structure (SMILES): CSC#N.Br. Its net charge is 0.

Below is C2H4BrP as an isolated structure in a non-equilibrium geometry, with properties calculated with wB97M-V/def2-TZVPD.

```
8
Properties=species:S:1:pos:R:3
C -1.24676 0.77437 -0.40913
H -2.28902 0.50954 -0.19898
Br 3.04238 0.29416 -0.27222
C -0.45605 -0.23738 -0.14948
H -1.03158 1.67012 -1.02140
H 1.20045 -0.72848 1.37500
H -0.82468 -1.02740 0.57383
P 1.60526 -1.25492 0.10239
```

The LUMO energy is 0.20 eV. For the relative energy (zero: lowest compared OMol25 entry of this formula, charge and spin), the calculation gives 212.7 kJ/mol. For the HOMO-LUMO gap, the calculation gives 9.398 eV. Its net charge is 0.

Below is one molecule with the formula C2H4Cl2N2 in a non-equilibrium geometry, with properties calculated with wB97M-V/def2-TZVPD.

```
10
Properties=species:S:1:pos:R:3
H -0.54658 0.13234 1.99244
N -1.21280 -0.15580 -1.12972
H 1.62698 0.09420 1.52154
C -0.36926 0.02533 0.93538
N -1.37638 -0.02321 0.17826
H -0.33569 0.06860 -1.56325
H -2.06098 -0.13736 -1.68633
C 1.06394 -0.00450 0.53295
Cl 1.55675 1.45486 -0.42492
Cl 1.65402 -1.45445 -0.35634
```

The LUMO energy is 0.77 eV. For the relative energy (zero: lowest compared OMol25 entry of this formula, charge and spin), the calculation gives 104.5 kJ/mol. For the HOMO-LUMO gap, the calculation gives 9.978 eV. As for the structure (SMILES): N/N=C\C(Cl)Cl. Its net charge is 0.

Below is one molecule with the formula C2H4Cl2N2 in a non-equilibrium geometry, with properties calculated with wB97M-V/def2-TZVPD.

```
10
Properties=species:S:1:pos:R:3
Cl 0.32310 -1.54735 0.34003
C -1.07290 -0.45473 0.18961
H -2.97292 -0.50420 0.29681
N -2.23109 -1.13284 0.24993
H 2.64502 0.78395 -1.32585
H 3.14684 0.87897 0.16369
C -0.80945 0.83083 -0.02676
H -2.33057 -1.86018 0.79234
Cl 0.64343 1.57543 -0.18027
N 2.65852 1.43011 -0.49954
```

The LUMO energy is -1.47 eV. For the relative energy (zero: lowest compared OMol25 entry of this formula, charge and spin), the calculation gives 539.6 kJ/mol. For the HOMO-LUMO gap, the calculation gives 6.955 eV. Its net charge is 0.

Below is one molecule with the formula C2H4Cl2O in a non-equilibrium geometry, with properties calculated with wB97M-V/def2-TZVPD.

```
9
Properties=species:S:1:pos:R:3
C 0.09358 -0.30410 -0.43018
H -0.34472 -0.33110 -1.45506
C -0.81509 -1.21256 0.30493
H -2.04487 0.12624 0.43864
Cl -0.39895 1.37342 0.07778
H -0.38246 -1.47202 1.51766
H -0.84914 -2.21397 -0.31329
Cl 1.83183 -0.30279 0.02142
O -2.05108 -0.65123 -0.14035
```

The LUMO energy is 0.83 eV. For the relative energy (zero: lowest compared OMol25 entry of this formula, charge and spin), the calculation gives 182.7 kJ/mol. For the HOMO-LUMO gap, the calculation gives 11.461 eV. As for the structure (SMILES): OCC(Cl)Cl. Its net charge is 0.

Below is a 2-piece molecular cluster, C2H4Cl3NO2S overall, with properties calculated with wB97M-V/def2-TZVPD.

```
13
Properties=species:S:1:pos:R:3
H -0.58318 -1.38371 -0.42308
S 0.54281 1.24750 -0.04600
C -1.44263 -0.71605 -0.41395
Cl 2.21367 -2.41935 0.45394
O 0.70072 2.44320 0.74448
O 0.41726 1.42174 -1.47496
Cl 3.87315 -0.37499 -0.49942
Cl -2.37136 1.69409 0.43265
H -1.61055 -0.33755 -1.42206
C -1.19709 0.41889 0.52898
H -2.32187 -1.28363 -0.10713
N 2.78798 -0.85798 0.66092
H -1.00890 0.14784 1.56563
```

The LUMO energy (spin up / spin down) is -2.30 / -1.80 eV. For the relative energy (zero: lowest compared OMol25 entry of this formula, charge and spin), the calculation gives 335.1 kJ/mol. For the HOMO-LUMO gap (spin up / spin down), the calculation gives 7.951 / 7.535 eV. Its net charge is 0.

Copy entry 6 word for word.
Below is a 2-piece molecular cluster, C2H4Cl3NO2S overall, with properties calculated with wB97M-V/def2-TZVPD.

```
13
Properties=species:S:1:pos:R:3
H -0.58318 -1.38371 -0.42308
S 0.54281 1.24750 -0.04600
C -1.44263 -0.71605 -0.41395
Cl 2.21367 -2.41935 0.45394
O 0.70072 2.44320 0.74448
O 0.41726 1.42174 -1.47496
Cl 3.87315 -0.37499 -0.49942
Cl -2.37136 1.69409 0.43265
H -1.61055 -0.33755 -1.42206
C -1.19709 0.41889 0.52898
H -2.32187 -1.28363 -0.10713
N 2.78798 -0.85798 0.66092
H -1.00890 0.14784 1.56563
```

The LUMO energy (spin up / spin down) is -2.30 / -1.80 eV. For the relative energy (zero: lowest compared OMol25 entry of this formula, charge and spin), the calculation gives 335.1 kJ/mol. For the HOMO-LUMO gap (spin up / spin down), the calculation gives 7.951 / 7.535 eV. Its net charge is 0.